1.
A single C3H3NO2 molecule. Source: the OMol25 dataset; level of theory: ωB97M-V with the def2-TZVPD basis set.

Last column: Mulliken charge in e.
Cartesian coordinates (Å):
1 C -2.433 -0.770 -0.036  -0.035
2 C -1.581 0.400 0.051  1.040
3 C -0.093 0.023 -0.051  -1.056
4 N -3.092 -1.674 -0.250  -0.328
5 O -2.031 1.406 0.852  -0.288
6 O -2.030 1.569 -0.533  -0.282
7 H 0.101 -0.675 -0.856  0.344
8 H 0.045 -0.382 0.999  0.297
9 H 0.377 0.937 -0.212  0.309

Results
Molar mass: 85.06 g/mol
SMILES: CC1(C#N)OO1
E_tot: -8740.2115 eV
Multiplicity: 1
LUMO: 0.8 eV
ΔE to the lowest compared entry with this formula, charge and spin: 474.7 kJ/mol



2.
A gas-phase ion, C6H7ClNO (charge +1). Source: the OMol25 dataset; level of theory: ωB97M-V with the def2-TZVPD basis set.

Last column: Mulliken charge in e.
Cartesian coordinates (Å):
1 C 1.063 1.656 -0.751  -0.294
2 C 0.363 -0.327 0.833  0.089
3 C 1.873 0.741 -1.471  0.687
4 C 2.666 1.157 -2.501  -0.605
5 C 1.091 -0.977 0.051  0.088
6 C -1.867 -0.112 1.306  -0.716
7 N -0.488 0.048 1.698  -0.095
8 O 1.788 -0.572 -1.043  -0.283
9 Cl 0.527 3.132 -1.310  -0.031
10 H 3.606 0.555 -2.525  0.288
11 H 2.592 2.240 -2.764  0.289
12 H 1.392 -2.049 0.238  0.351
13 H -2.489 -0.510 2.139  0.309
14 H -2.268 0.921 0.946  0.296
15 H -1.950 -0.739 0.446  0.307
16 H -0.260 0.621 2.522  0.321

Results
Molar mass: 144.58 g/mol
E_tot: -22382.2315 eV
Net charge: +1
Multiplicity: 1
LUMO (alpha / beta): -5.5 / -5.5 eV
ΔE to the lowest compared entry with this formula, charge and spin: 504.4 kJ/mol



3.
9 unconnected molecules or ions with the total composition C29H46Cl6F16O6. Source: the OMol25 dataset; level of theory: ωB97M-V with the def2-TZVPD basis set.

Last column: Mulliken charge in e.
Cartesian coordinates (Å):
1 C 25.662 9.205 -25.585  -1.363
2 C 24.656 8.357 -26.350  0.931
3 C 24.628 8.449 -27.853  -0.424
4 F 24.354 9.715 -28.281  -0.165
5 F 25.760 8.056 -28.477  -0.014
6 F 24.782 7.036 -26.008  -0.320
7 F 23.436 8.711 -25.849  -0.153
8 O 27.010 8.965 -25.995  -0.358
9 C 27.801 8.232 -25.100  0.825
10 C 29.195 7.872 -25.630  0.140
11 F 29.831 7.087 -24.726  -0.206
12 F 29.142 7.268 -26.817  -0.235
13 F 27.867 8.989 -23.979  -0.330
14 F 27.165 7.083 -24.722  -0.300
15 H 25.615 9.063 -24.509  0.396
16 H 25.438 10.234 -25.876  0.696
17 H 23.810 7.824 -28.233  0.258
18 H 29.766 8.804 -25.647  0.198
19 C 22.398 12.400 -28.213  -0.851
20 C 23.598 13.331 -28.465  1.147
21 C 23.225 14.750 -28.907  -0.002
22 F 24.312 15.550 -29.160  -0.303
23 F 22.447 14.795 -30.010  -0.270
24 F 24.387 13.366 -27.381  -0.273
25 F 24.293 12.677 -29.454  -0.229
26 O 21.719 12.851 -27.036  -0.243
27 C 20.429 13.320 -27.225  0.897
28 C 19.821 13.608 -25.845  0.272
29 F 20.565 14.289 -24.945  -0.216
30 F 18.654 14.286 -25.980  -0.305
31 F 20.439 14.375 -28.062  -0.295
32 F 19.674 12.343 -27.783  -0.311
33 H 22.734 11.373 -28.069  0.105
34 H 21.789 12.269 -29.110  0.502
35 H 22.712 15.278 -28.099  0.261
36 H 19.679 12.610 -25.412  0.068
37 C 33.219 5.501 -25.266  0.334
38 C 33.043 4.322 -24.351  -0.749
39 C 33.870 4.724 -23.144  -0.027
40 O 35.007 5.373 -23.728  -0.465
41 C 34.618 6.036 -24.973  -0.464
42 H 32.445 6.189 -24.910  -0.484
43 H 33.018 5.244 -26.305  0.457
44 H 33.396 3.398 -24.817  0.336
45 H 31.999 4.090 -24.124  0.344
46 H 34.092 3.863 -22.513  0.338
47 H 33.406 5.466 -22.488  -0.045
48 H 35.266 5.814 -25.819  0.309
49 H 34.612 7.103 -24.758  0.189
50 C 31.735 7.649 -21.952  -0.186
51 C 32.841 8.613 -22.274  -0.621
52 C 32.332 9.316 -23.521  -0.316
53 O 30.932 9.408 -23.241  -0.392
54 C 30.521 8.557 -22.151  -0.457
55 H 31.734 7.293 -20.920  0.434
56 H 31.793 6.775 -22.600  -0.149
57 H 33.836 8.204 -22.504  0.336
58 H 33.141 9.283 -21.464  0.305
59 H 32.547 8.756 -24.435  0.165
60 H 32.704 10.339 -23.586  0.309
61 H 29.671 7.930 -22.412  0.165
62 H 30.372 9.118 -21.229  0.374
63 C 22.906 12.229 -22.606  -0.907
64 C 23.684 11.023 -22.086  -0.024
65 C 24.920 11.083 -23.018  -0.244
66 O 24.522 11.775 -24.217  -0.424
67 C 23.138 12.115 -24.108  0.421
68 H 23.386 13.094 -22.142  0.423
69 H 21.880 12.255 -22.235  0.482
70 H 23.226 10.038 -22.208  -0.503
71 H 23.939 11.142 -21.033  0.593
72 H 25.401 10.120 -23.168  0.124
73 H 25.587 11.813 -22.549  0.421
74 H 22.445 11.358 -24.485  0.310
75 H 23.032 13.090 -24.578  0.071
76 C 19.812 9.560 -22.928  -0.662
77 C 20.727 8.494 -22.355  -0.751
78 C 22.046 8.712 -23.161  -0.247
79 O 21.829 9.869 -23.960  -0.356
80 C 20.796 10.642 -23.370  0.515
81 H 19.008 9.859 -22.254  0.375
82 H 19.318 9.232 -23.844  0.337
83 H 20.291 7.501 -22.462  0.401
84 H 20.959 8.644 -21.302  0.273
85 H 22.442 7.842 -23.672  0.432
86 H 22.724 9.016 -22.355  0.121
87 H 20.478 11.444 -24.037  -0.553
88 H 21.191 11.235 -22.529  -0.242
89 C 24.737 10.556 -31.461  0.067
90 Cl 23.566 9.275 -31.237  -0.175
91 Cl 25.705 10.308 -32.940  -0.190
92 H 24.300 11.541 -31.585  0.254
93 H 25.396 10.593 -30.599  0.039
94 C 28.273 6.953 -29.787  0.967
95 Cl 29.499 6.221 -30.808  -0.194
96 Cl 28.207 8.709 -29.978  -0.184
97 H 27.305 6.480 -29.914  -0.315
98 H 28.526 6.762 -28.747  -0.225
99 C 25.251 4.612 -29.520  -0.008
100 Cl 23.698 3.803 -29.562  -0.170
101 Cl 26.050 4.463 -27.983  -0.111
102 H 25.865 4.176 -30.303  0.351
103 H 25.132 5.670 -29.746  -0.063

Results
Molar mass: 1007.37 g/mol
SMILES: FC(F)C(F)(F)COC(F)(F)C(F)F.FC(F)C(F)(F)COC(F)(F)C(F)F.C1CCOC1.C1CCOC1.C1CCOC1.C1CCOC1.ClCCl.ClCCl.ClCCl
E_tot: -161713.7675 eV
Multiplicity: 1
LUMO: 0.4 eV
ΔE to the lowest compared entry with this formula, charge and spin: 255.1 kJ/mol



4.
A molecular structure, C6H14N2. Source: the OMol25 dataset; level of theory: ωB97M-V with the def2-TZVPD basis set.

Last column: Mulliken charge in e.
Cartesian coordinates (Å):
1 C 1.021 -1.608 0.596  -0.294
2 C -1.734 -0.124 0.326  -1.424
3 C -0.474 1.776 -0.966  -1.441
4 C -0.870 -0.374 -2.067  -1.746
5 C 1.958 0.106 2.143  -0.869
6 C -0.769 0.357 -0.701  1.674
7 N 0.840 -0.498 1.486  -0.309
8 N 0.901 -0.296 0.022  -0.573
9 H 2.089 -1.917 0.464  0.280
10 H 0.205 -2.249 0.485  0.352
11 H -1.081 -0.447 1.171  0.397
12 H -2.487 0.559 0.706  0.387
13 H -2.231 -0.912 -0.179  0.345
14 H -0.675 1.972 -2.064  0.323
15 H 0.504 2.122 -0.781  0.372
16 H -1.125 2.412 -0.387  0.314
17 H -0.160 -0.166 -2.847  0.407
18 H -0.797 -1.396 -1.693  0.434
19 H -1.813 -0.050 -2.480  0.429
20 H 2.053 -0.414 3.097  0.291
21 H 2.841 0.011 1.457  0.328
22 H 1.804 1.135 2.214  0.324

Results
Molar mass: 114.19 g/mol
E_tot: -9425.0741 eV
Multiplicity: 1
LUMO: 1.0 eV
ΔE to the lowest compared entry with this formula, charge and spin: 425.5 kJ/mol



5.
A molecular structure, C5H14BiClIO2P. Source: the OMol25 dataset; level of theory: ωB97M-V with the def2-TZVPD basis set.

Last column: Mulliken charge in e.
Cartesian coordinates (Å):
1 C 1.701 1.699 -0.451  -1.212
2 I -3.269 0.860 0.734  0.086
3 H 2.239 1.812 0.502  0.460
4 H 1.693 2.621 -1.052  0.451
5 H 2.063 0.837 -1.030  0.411
6 Bi -0.367 1.184 0.281  0.985
7 P -0.063 -1.350 0.103  0.563
8 C -0.603 -1.876 -1.497  -1.123
9 C 1.652 -1.634 0.437  -1.113
10 H -1.052 -1.336 2.320  0.406
11 H -0.658 -2.933 1.567  0.453
12 H -2.134 -2.002 1.050  0.399
13 C -1.104 -1.944 1.411  -1.180
14 H 1.988 -1.113 1.340  0.370
15 H 1.616 -2.718 0.593  0.462
16 H -0.443 -2.955 -1.396  0.420
17 H 0.021 -1.451 -2.290  0.389
18 H 2.263 -1.368 -0.431  0.412
19 H -1.657 -1.635 -1.650  0.397
20 C -1.002 1.375 -1.938  0.272
21 O -1.283 1.407 -3.057  -0.078
22 Cl 0.420 1.307 2.705  -0.366
23 O -0.721 3.803 0.219  -0.600
24 H -1.413 3.600 0.834  0.355
25 H 0.114 3.811 0.696  0.383

Results
Molar mass: 508.48 g/mol
E_tot: -45240.1480 eV
Net charge: +2
Multiplicity: 1
LUMO (alpha / beta): -10.8 / -10.8 eV
ΔE to the lowest compared entry with this formula, charge and spin: 86.9 kJ/mol